1.
Formula: C8H18AlN4O3S
Source: the OMol25 dataset
Level of theory: ωB97M-V/def2-TZVPD

Summary:
LUMO energy, eV: 2.42
Orbital gap, eV: 7.03
Total energy, hartree: -1401.017395

```
! wB97M-V def2-TZVPD RIJCOSX def2/J DEFGRID3
* xyz -1 1
O 3.712 -1.148 -0.330
C 5.055 -0.763 -0.598
C 5.114 0.670 -1.153
C 3.771 1.303 -1.540
Al 2.534 1.976 -0.079
C 1.093 3.111 -0.997
C -0.327 2.599 -0.778
S -0.595 1.261 -1.991
C -1.933 0.457 -1.248
N -2.975 0.968 -0.679
N -3.734 -0.103 -0.207
C -3.097 -1.161 -0.551
O -1.954 -0.904 -1.205
H 3.723 -1.984 0.139
H 5.496 -1.457 -1.323
H 5.650 -0.831 0.320
H 5.789 0.629 -2.017
H 5.608 1.317 -0.423
H 3.222 0.636 -2.214
H 4.009 2.206 -2.117
H 3.394 2.967 0.919
H 1.751 0.863 0.823
H 1.296 3.211 -2.070
H 1.147 4.120 -0.575
H -1.118 3.335 -0.926
H -0.448 2.146 0.205
H -3.388 -2.181 -0.354
C -5.172 -3.225 2.261
O -4.748 -3.999 1.416
N -5.079 -1.877 2.127
N -5.777 -3.672 3.409
H -5.419 -1.218 2.800
H -4.631 -1.525 1.299
H -5.846 -4.664 3.533
H -6.120 -3.059 4.123
*
```

---

2.
Formula: C41H51BBrN6O2PbS3
Source: the OMol25 dataset
Level of theory: ωB97M-V/def2-TZVPD

Summary:
LUMO energy, eV: -8.71
Orbital gap, eV: 6.97
Relative energy (zero: lowest compared OMol25 entry of this formula, charge and spin), kcal per mole: 41.7
Total energy, hartree: -6057.424128

```
! wB97M-V def2-TZVPD RIJCOSX def2/J DEFGRID3
* xyz 3 1
Pb 2.917 -0.404 -2.050
C 1.556 5.056 -2.171
C 0.615 3.975 -1.767
C -0.740 4.137 -1.821
C -1.661 3.114 -1.449
N -1.101 2.042 -0.952
N 0.233 1.838 -0.920
B -0.619 0.680 -0.434
N -0.726 0.450 1.100
N -1.894 0.857 1.607
C -2.175 0.532 2.855
C -1.299 -0.293 3.595
C -0.082 -0.674 3.094
C 0.924 -1.443 3.882
C 0.204 -0.208 1.798
S 1.815 -0.121 1.099
C -3.410 1.117 3.515
C -4.199 0.016 4.238
C -2.912 2.150 4.544
C -4.314 1.805 2.497
N -0.933 -0.575 -1.244
N -1.840 -1.297 -0.542
C -2.370 -2.354 -1.095
C -2.001 -2.737 -2.411
C -1.084 -2.023 -3.121
C -0.679 -2.404 -4.509
C -0.521 -0.873 -2.489
S 0.593 0.144 -3.338
C -3.401 -3.144 -0.315
C -2.963 -4.614 -0.254
C -3.546 -2.599 1.102
C -4.742 -3.022 -1.057
C 1.151 2.689 -1.349
S 2.805 2.322 -1.446
C -3.155 3.223 -1.612
C -3.442 3.693 -3.049
C -3.662 4.270 -0.607
C -3.819 1.867 -1.377
H 1.016 5.952 -2.466
H 2.180 4.721 -3.002
H 2.229 5.299 -1.346
H -1.146 5.072 -2.183
H -1.575 -0.585 4.600
H 0.577 -1.602 4.900
H 1.869 -0.894 3.925
H 1.119 -2.418 3.431
H -3.636 -0.441 5.053
H -4.522 -0.767 3.554
H -5.091 0.459 4.682
H -2.278 1.698 5.309
H -3.770 2.591 5.051
H -2.354 2.956 4.061
H -4.708 1.099 1.761
H -3.793 2.603 1.969
H -5.161 2.247 3.023
H -2.460 -3.612 -2.853
H -1.240 -3.273 -4.844
H 0.386 -2.641 -4.546
H -0.848 -1.581 -5.203
H -1.994 -4.725 0.238
H -2.906 -5.076 -1.241
H -3.696 -5.182 0.320
H -2.605 -2.671 1.654
H -4.296 -3.186 1.632
H -3.864 -1.553 1.100
H -4.693 -3.435 -2.066
H -5.066 -1.981 -1.124
H -5.507 -3.579 -0.514
H -3.054 4.692 -3.248
H -4.522 3.732 -3.190
H -3.030 3.002 -3.787
H -3.204 5.248 -0.769
H -3.467 3.963 0.422
H -4.738 4.387 -0.731
H -3.514 1.143 -2.139
H -4.900 1.983 -1.450
H -3.586 1.464 -0.392
C 7.099 -0.871 -1.141
C 6.077 -1.031 -2.228
C 5.552 -2.289 -2.543
C 4.689 -2.465 -3.620
C 4.321 -1.377 -4.411
C 4.827 -0.108 -4.105
C 5.685 0.062 -3.010
H 8.099 -0.991 -1.563
H 6.981 -1.623 -0.362
H 7.056 0.120 -0.689
H 5.848 -3.150 -1.954
H 4.324 -3.456 -3.859
H 3.682 -1.513 -5.275
H 4.589 0.737 -4.741
H 6.090 1.046 -2.802
Br 3.912 -3.339 4.622
C 4.619 -1.862 3.698
C 5.573 -1.087 4.345
C 6.151 -0.008 3.698
C 5.785 0.314 2.397
C 4.822 -0.443 1.759
C 4.219 -1.529 2.399
C 3.268 -2.381 1.653
O 3.215 -3.551 1.556
O 2.260 -1.684 0.850
H 5.869 -1.344 5.353
H 6.903 0.576 4.211
H 6.250 1.148 1.889
H 4.556 -0.200 0.735
*
```

---

3.
Formula: C4H6Cl10
Source: the OMol25 dataset
Level of theory: ωB97M-V/def2-TZVPD

Summary:
LUMO energy, eV: 0.42
SMILES string: ClC(Cl)Cl.ClC(Cl)Cl.ClCCl.ClCCl
Orbital gap, eV: 11.46
Relative energy (zero: lowest compared OMol25 entry of this formula, charge and spin), kcal per mole: 0.0
Total energy, hartree: -4757.917374

```
! wB97M-V def2-TZVPD RIJCOSX def2/J DEFGRID3
* xyz 0 1
Cl 7.808 12.079 -4.126
C 9.048 12.049 -5.380
Cl 9.389 13.691 -5.943
Cl 8.549 11.038 -6.736
H 9.946 11.628 -4.949
Cl 12.254 17.160 -6.630
C 12.445 15.702 -5.665
Cl 11.918 15.973 -4.019
Cl 14.111 15.137 -5.715
H 11.829 14.926 -6.098
Cl 12.297 11.618 -6.597
C 13.190 10.129 -6.267
Cl 13.395 9.869 -4.533
H 12.617 9.319 -6.701
H 14.182 10.184 -6.697
Cl 9.948 8.724 -4.317
C 10.888 7.734 -3.178
Cl 9.853 6.652 -2.243
H 11.604 7.153 -3.744
H 11.391 8.407 -2.494
*
```

---

4.
Formula: C10H9NO2
Source: the OMol25 dataset
Level of theory: ωB97M-V/def2-TZVPD

Summary:
LUMO energy, eV: 0.74
SMILES string: CC(=O)Cc1nc2ccccc2o1
Orbital gap, eV: 9.87
Relative energy (zero: lowest compared OMol25 entry of this formula, charge and spin), kcal per mole: 35.7
Total energy, hartree: -591.651713

```
! wB97M-V def2-TZVPD RIJCOSX def2/J DEFGRID3
* xyz 0 1
C -2.454 -0.785 1.217
C -3.076 0.077 0.180
O -4.142 0.702 0.275
C -2.379 0.113 -1.218
C -0.890 0.106 -0.954
N -0.054 -0.788 -1.424
C 1.142 -0.377 -0.792
C 2.385 -0.973 -0.763
C 3.455 -0.293 -0.046
C 3.174 0.839 0.653
C 1.882 1.382 0.838
C 0.914 0.716 0.115
O -0.458 1.076 -0.070
H -2.448 -1.966 0.862
H -3.069 -0.806 2.215
H -1.498 -0.332 1.384
H -2.687 -0.903 -1.699
H -2.666 0.987 -1.764
H 2.582 -1.940 -1.386
H 4.493 -0.636 -0.124
H 3.965 1.469 0.978
H 1.829 2.333 1.523
*
```